ORCA calculation (ωB97M-V/def2-TZVPD) on C30H27N8O2STi as an isolated structure.

Charge = +1
2S+1 = 3
LUMO energy (spin up / spin down) = -3.09 / -3.09 eV

CARTESIAN COORDINATES (ANGSTROEM)
Ti 0.00377 -0.20006 -1.17283
O -0.05004 1.79665 6.17923
N 0.11452 0.79672 5.48557
O 0.25318 -0.33235 5.96495
C 0.11141 0.95504 4.07284
C -0.08886 2.25413 3.58357
C -0.15219 2.51404 2.22290
C -0.32860 3.81688 1.65765
C -0.38192 3.96572 0.30274
C -0.25988 2.84228 -0.53302
N -0.09522 1.61144 -0.03473
C -0.04980 1.44103 1.30147
C 0.11324 0.09518 1.79515
N 0.14316 -0.87581 0.86012
C 0.39948 -2.13723 1.22445
C 0.63229 -2.47041 2.54320
C 0.55911 -1.49986 3.52618
C 0.26856 -0.16145 3.18083
H -0.18089 3.05904 4.29671
H -0.41095 4.67205 2.31642
H -0.50584 4.94291 -0.14369
H -0.29044 2.93866 -1.60875
H 0.41748 -2.87801 0.43579
H 0.86283 -3.49330 2.80590
H 0.72683 -1.75247 4.55821
C -0.23141 -4.11144 -3.30800
C 1.11050 -4.44610 -3.44005
C 2.07606 -3.62005 -2.89763
C 1.69940 -2.46414 -2.22065
N 0.38597 -2.14462 -2.10308
C -0.54419 -2.95178 -2.63389
C 2.65491 -1.51123 -1.60544
C 3.99142 -1.85449 -1.40164
C 4.85120 -0.93962 -0.81729
C 4.37359 0.30339 -0.41955
C 3.02806 0.61611 -0.58164
C 2.13492 -0.28096 -1.17093
H -1.01448 -4.73216 -3.71767
H 1.40071 -5.34550 -3.96713
H 3.12180 -3.86322 -3.00932
H -1.57437 -2.64981 -2.49586
H 4.37375 -2.82789 -1.68172
H 5.88971 -1.19850 -0.65937
H 5.04669 1.01683 0.03938
H 2.67340 1.57845 -0.22460
C -2.87694 -1.57013 1.85416
N -3.08009 -0.18615 1.48948
C -3.33908 0.83061 2.51439
C -3.61129 2.09819 1.68645
N -3.21090 1.66370 0.34989
C -2.96640 0.35420 0.28467
S -2.56863 -0.46678 -1.17481
H -2.06738 -1.64616 2.58196
H -2.62350 -2.14017 0.96527
H -3.78871 -1.97393 2.29581
H -2.46152 0.93573 3.15718
H -4.18831 0.53657 3.12942
H -3.00896 2.94013 2.02094
H -4.66364 2.38255 1.69831
H -3.19350 2.24921 -0.46591
N 0.75887 1.82297 -4.87147
C -0.61036 1.82076 -5.00584
C -1.08849 1.22772 -3.88392
N -0.02600 0.85451 -3.07920
C 1.07311 1.23361 -3.71092
H 1.41940 2.19632 -5.53318
H -1.10756 2.23405 -5.86449
H -2.10672 1.03728 -3.59420
H 2.07768 1.09110 -3.34875

Cartesian forces, eV/Å:
Ti -0.0433 0.0212 -0.1372
O 0.0302 -0.0257 -0.0489
N -0.0666 -0.0135 0.1003
O 0.0167 0.0478 -0.0020
C 0.0173 -0.0089 -0.0719
C 0.0229 0.0052 0.0271
C 0.0116 -0.0096 0.0212
C 0.0024 0.0208 0.0211
C 0.0192 -0.0875 -0.0387
C 0.0038 0.1702 -0.0205
N -0.0642 0.0447 0.1609
C -0.0515 0.0124 -0.1871
C 0.1256 0.0309 0.0276
N 0.1305 -0.1462 0.0408
C -0.0423 0.0088 -0.0393
C -0.0043 0.0550 0.0948
C 0.0324 -0.0840 -0.0621
C -0.1015 0.0247 0.0249
H 0.0023 -0.0002 0.0134
H 0.0064 -0.0029 0.0075
H -0.0007 0.0009 -0.0113
H 0.0050 -0.0093 -0.0028
H 0.0155 0.0023 0.0075
H -0.0039 -0.0011 -0.0096
H -0.0040 0.0014 -0.0111
C 0.0251 0.0042 -0.0002
C -0.0071 0.0209 0.0089
C -0.0083 -0.0453 -0.0233
C -0.0387 0.1187 0.0596
N 0.1512 -0.0539 0.0647
C -0.0101 -0.0397 -0.0216
C -0.1259 -0.2079 0.0612
C 0.0699 0.0802 -0.0840
C 0.0038 0.0087 0.0153
C -0.0497 0.0066 -0.0130
C 0.0990 -0.0425 -0.0197
C -0.0888 0.0444 0.0153
H -0.0080 0.0085 0.0052
H 0.0010 0.0015 0.0001
H 0.0048 0.0080 0.0090
H -0.0015 0.0077 0.0095
H -0.0034 0.0027 -0.0125
H -0.0031 -0.0038 -0.0024
H 0.0018 -0.0028 0.0026
H -0.0029 0.0019 0.0018
C -0.0268 -0.0347 0.0201
N -0.0339 -0.0555 -0.0769
C -0.0102 0.0275 0.0173
C 0.0002 -0.0298 0.0404
N -0.0524 0.0172 -0.0490
C 0.0596 0.0495 0.0938
S 0.0182 0.0388 0.0478
H -0.0238 0.0021 -0.0027
H -0.0088 0.0030 -0.0064
H -0.0042 0.0071 -0.0010
H -0.0112 -0.0117 -0.0127
H -0.0086 0.0032 -0.0036
H -0.0026 0.0013 -0.0100
H -0.0041 -0.0055 -0.0036
H -0.0016 -0.0241 0.0043
N 0.0091 -0.0364 -0.0442
C -0.0242 0.0646 0.0486
C 0.0005 -0.0394 -0.0403
N 0.0585 0.0761 0.0001
C -0.0199 -0.0048 -0.0105
H 0.0085 -0.0147 0.0061
H 0.0035 0.0074 0.0029
H 0.0042 -0.0244 0.0003
H 0.0018 0.0076 -0.0021

In the Löwdin picture, each atom carries the following charge in e: Ti 0.856; O 0.040; N -0.365; O 0.021; C -0.119; C 0.026; C -0.162; C -0.009; C -0.052; C -0.136; N -0.015; C -0.165; C -0.149; N 0.000; C -0.119; C -0.030; C 0.026; C -0.055; H 0.124; H 0.125; H 0.112; H 0.096; H 0.114; H 0.118; H 0.105; C -0.037; C -0.026; C 0.011; C -0.203; N -0.007; C -0.117; C -0.207; C -0.028; C -0.068; C -0.068; C -0.107; C -0.197; H 0.115; H 0.121; H 0.113; H 0.073; H 0.106; H 0.109; H 0.108; H 0.093; C -0.018; N -0.122; C -0.061; C -0.085; N 0.050; C -0.738; S 0.700; H 0.085; H 0.066; H 0.106; H 0.114; H 0.135; H 0.111; H 0.125; H 0.142; N 0.094; C -0.054; C -0.127; N -0.057; C -0.139; H 0.169; H 0.125; H 0.078; H 0.135



ORCA calculation (ωB97M-V/def2-TZVPD) on C30H27O2P2SbSe4V as an isolated structure.

Charge = -2
2S+1 = 4
LUMO energy (spin up / spin down) = 3.88 / 3.88 eV

CARTESIAN COORDINATES (ANGSTROEM)
V 2.09039 -1.20882 0.55476
C 2.60846 -2.39644 2.52443
C 3.80369 -1.91425 1.95079
C 3.76136 -0.49875 1.99101
C 2.54150 -0.11152 2.58620
C 1.83168 -1.28783 2.91551
H 2.31666 -3.43354 2.56644
H 4.56549 -2.52624 1.48848
H 4.50397 0.15874 1.56669
H 2.18018 0.89693 2.72274
H 0.83523 -1.31786 3.32803
O 1.70320 0.73617 -0.27873
P 0.50910 0.97360 -1.16692
C -0.95583 1.31276 -0.16220
P -1.06102 0.02364 1.15757
O -0.02482 -1.02116 0.77896
C -2.65052 -0.83647 0.94995
C -3.85747 -0.19264 1.21342
C -5.05988 -0.84962 1.00366
C -5.05869 -2.15922 0.53617
C -3.85870 -2.80802 0.28305
C -2.65231 -2.15005 0.48742
C -1.12025 0.87010 2.65032
C -0.34286 2.06440 2.88740
C -0.39089 2.71225 4.09300
C -1.17047 2.23298 5.16488
C -1.86860 1.01963 4.97650
C -1.83920 0.34814 3.78490
C 0.83970 2.46925 -2.13110
C 2.00078 3.18774 -1.87032
C 2.27453 4.34249 -2.59127
C 1.39045 4.77882 -3.56657
C 0.23243 4.05780 -3.83310
C -0.04022 2.90183 -3.11973
C 0.09102 -0.29161 -2.35626
C 1.07763 -0.68115 -3.26155
C 0.84656 -1.73839 -4.12613
C -0.37827 -2.38894 -4.10584
C -1.37798 -1.97983 -3.23570
C -1.14251 -0.93772 -2.35427
H -1.86495 1.32843 -0.76543
H -0.83247 2.29711 0.29098
H -3.84109 0.82002 1.60143
H -5.99650 -0.34612 1.21076
H -5.99823 -2.67423 0.37304
H -3.85518 -3.82827 -0.08001
H -1.70437 -2.63392 0.27687
H 0.31216 2.44529 2.11087
H 0.20572 3.60933 4.22620
H -1.18133 2.74222 6.11892
H -2.43518 0.59695 5.80034
H -2.37536 -0.58955 3.68890
H 2.68626 2.81583 -1.11930
H 3.18538 4.89451 -2.39629
H 1.60867 5.67672 -4.13196
H -0.44916 4.38967 -4.60640
H -0.92596 2.31819 -3.34502
H 2.05408 -0.21509 -3.23959
H 1.64771 -2.10286 -4.75385
H -0.53469 -3.24585 -4.74901
H -2.32750 -2.50052 -3.20676
H -1.91471 -0.66685 -1.64628
Se 5.13161 -4.92727 -0.26412
Sb 3.56199 -3.64740 -1.61254
Se 3.91317 -1.17681 -1.30517
Se 1.30786 -3.44851 -0.51451
Se 3.46857 -4.28817 -3.96472

Cartesian forces, eV/Å:
V -0.0722 0.0211 0.4510
C 0.0006 -0.0805 -0.0650
C 0.0215 -0.0220 -0.1200
C -0.0010 0.0154 -0.0979
C -0.0173 -0.0198 -0.0637
C -0.0431 0.0366 -0.0182
H 0.0147 0.0136 0.0275
H 0.0053 0.0094 0.0378
H 0.0011 -0.0047 0.0249
H 0.0129 -0.0238 0.0122
H 0.0165 -0.0002 0.0069
O -0.0373 0.0070 -0.1289
P 0.0260 0.0774 -0.0061
C -0.0040 -0.0471 -0.0327
P -0.1294 -0.0183 -0.0076
O 0.0790 -0.0306 -0.0220
C 0.0516 0.0549 0.0115
C 0.0099 0.0156 0.0001
C 0.0040 -0.0253 -0.0090
C -0.0194 0.0062 0.0062
C 0.0014 -0.0164 -0.0092
C 0.0039 0.0374 -0.0092
C 0.0319 0.0188 -0.0204
C 0.0308 0.0278 -0.0341
C 0.0248 0.0359 -0.0050
C 0.0037 -0.0056 -0.0314
C -0.0293 -0.0254 0.0382
C -0.0553 -0.0658 0.0358
C -0.0089 -0.0303 0.0381
C -0.0073 0.0032 -0.0177
C 0.0022 0.0012 0.0025
C 0.0009 0.0138 -0.0123
C -0.0060 -0.0052 0.0042
C 0.0194 0.0100 0.0040
C -0.0301 -0.0108 -0.0243
C 0.0205 -0.0085 -0.0001
C -0.0175 0.0168 -0.0055
C 0.0104 -0.0061 -0.0070
C -0.0048 -0.0065 -0.0064
C -0.0259 0.0191 0.0281
H -0.0071 -0.0060 0.0170
H 0.0192 -0.0110 0.0018
H 0.0012 -0.0036 -0.0047
H -0.0006 -0.0011 0.0007
H 0.0026 -0.0049 -0.0025
H -0.0039 -0.0026 0.0020
H 0.0018 -0.0100 0.0053
H -0.0011 0.0141 0.0128
H 0.0033 -0.0016 -0.0086
H 0.0003 0.0013 0.0061
H -0.0006 -0.0116 -0.0080
H -0.0023 0.0046 0.0172
H -0.0054 0.0008 0.0056
H -0.0024 0.0028 -0.0033
H -0.0014 0.0023 0.0003
H 0.0003 0.0036 -0.0009
H -0.0043 -0.0010 -0.0017
H -0.0017 0.0008 0.0078
H 0.0030 0.0069 0.0012
H 0.0001 -0.0017 -0.0038
H -0.0033 0.0021 0.0038
H 0.0231 0.0011 -0.0195
Se -0.0318 0.0100 0.0164
Sb 0.0222 -0.0413 -0.0121
Se 0.1005 -0.0055 -0.0087
Se 0.0303 0.0588 -0.0099
Se -0.0261 0.0042 0.0104

In the Löwdin picture, each atom carries the following charge in e: V 0.289; C -0.182; C -0.224; C -0.212; C -0.168; C -0.163; H 0.099; H 0.046; H 0.097; H 0.094; H 0.101; O -0.444; P 0.760; C -0.272; P 0.739; O -0.500; C -0.277; C -0.090; C -0.098; C -0.104; C -0.079; C -0.065; C -0.351; C -0.148; C -0.152; C -0.154; C -0.154; C -0.140; C -0.258; C -0.055; C -0.084; C -0.102; C -0.094; C -0.075; C -0.299; C -0.109; C -0.101; C -0.077; C -0.087; C -0.096; H 0.069; H 0.061; H 0.110; H 0.093; H 0.092; H 0.102; H 0.088; H 0.082; H 0.085; H 0.063; H 0.083; H 0.092; H 0.110; H 0.099; H 0.094; H 0.096; H 0.109; H 0.060; H 0.046; H 0.104; H 0.098; H 0.080; Se -0.306; Sb -0.279; Se 0.090; Se 0.063; Se -0.291



The following max |F| values (in eV/A) correspond, in order, to the records above: 0.3, 0.5.
The following relative energy (zero: lowest compared OMol25 entry of this formula, charge and spin) values (in kJ/mol) correspond, in order, to the records above: 0.0, 0.0.